[1]
The molecule C6H12S in a non-equilibrium geometry, computed with the ωB97M-V functional and the def2-TZVPD basis.

Output
SMILES string: CS[C@]1(C)C[C@H]1C
Gap between HOMO and LUMO, eV: 9.21
Molecular weight, Da: 116.229
Energy relative to the best compared isomer or geometry (same formula, charge and spin), kcal/mol: 50.37

```
! wB97M-V def2-TZVPD RIJCOSX def2/J DEFGRID3
* xyz 0 1
C 0.485 0.767 0.903
C 1.016 1.195 -0.471
C -0.315 0.035 -0.168
C 2.184 0.440 -1.078
C -0.085 -1.369 -0.352
C -2.864 -0.293 0.413
S -1.882 0.660 -0.744
H 1.344 0.216 1.526
H 0.042 1.690 1.470
H 0.585 2.033 -1.003
H 2.064 0.177 -2.071
H 2.264 -0.476 -0.535
H 3.168 0.929 -0.793
H -0.233 -1.663 -1.347
H -0.872 -1.897 0.158
H 0.845 -1.829 -0.014
H -3.784 0.219 0.645
H -2.250 -0.506 1.259
H -3.269 -1.102 -0.221
*
```

[2]
The molecule C6H12S in a non-equilibrium geometry, computed with the ωB97M-V functional and the def2-TZVPD basis.

Output
SMILES string: C=C[C@H](C)CCS
Gap between HOMO and LUMO, eV: 9.65
Molecular weight, Da: 116.229
Energy relative to the best compared isomer or geometry (same formula, charge and spin), kcal/mol: 40.02

```
! wB97M-V def2-TZVPD RIJCOSX def2/J DEFGRID3
* xyz 0 1
C 0.290 1.244 0.476
C 1.048 2.301 0.186
C -0.531 -1.099 0.885
C -1.533 -1.138 -0.356
C 0.732 -0.223 0.569
C 1.439 -0.722 -0.684
S -2.742 0.295 -0.106
H -0.606 1.562 1.033
H 1.966 2.153 -0.447
H 0.791 3.403 0.112
H -1.140 -0.640 1.653
H -0.265 -2.084 1.114
H -1.001 -0.960 -1.251
H -2.209 -1.954 -0.312
H 1.489 -0.504 1.422
H 0.855 -0.305 -1.528
H 1.263 -1.779 -0.825
H 2.500 -0.518 -0.839
H -2.348 0.969 -1.099
*
```

[3]
A 2-piece molecular cluster, C6H12S4 overall in a non-equilibrium geometry, computed with the ωB97M-V functional and the def2-TZVPD basis.

Output
SMILES string: C1CSCS1.C1CSCS1
Gap between HOMO and LUMO, eV: 9.07
Molecular weight, Da: 212.430
Energy relative to the best compared isomer or geometry (same formula, charge and spin), kcal/mol: 16.46

```
! wB97M-V def2-TZVPD RIJCOSX def2/J DEFGRID3
* xyz 0 1
S 1.000 0.833 2.326
S 0.854 2.579 -0.160
C 1.807 1.366 0.765
C -0.418 2.038 2.239
C -0.042 3.233 1.263
H 2.097 0.507 0.129
H 2.737 1.852 1.118
H -0.661 2.335 3.278
H -1.348 1.660 1.772
H 0.487 4.029 1.822
H -1.012 3.645 0.926
S -1.415 -3.262 -2.210
S 1.122 -1.774 -1.552
C 0.386 -3.360 -1.941
C -1.570 -2.067 -0.962
C -0.494 -1.020 -1.243
H 0.935 -3.723 -2.831
H 0.508 -4.113 -1.140
H -1.426 -2.491 0.050
H -2.531 -1.516 -0.963
H -0.380 -0.237 -0.469
H -0.637 -0.513 -2.216
*
```

[4]
C6H12S4Si as an isolated structure in a non-equilibrium geometry, computed with the ωB97M-V functional and the def2-TZVPD basis.

Output
Gap between HOMO and LUMO, eV: 7.52
Molecular weight, Da: 240.516
Energy relative to the best compared isomer or geometry (same formula, charge and spin), kcal/mol: 14.78

```
! wB97M-V def2-TZVPD RIJCOSX def2/J DEFGRID3
* xyz 0 1
C 0.958 -0.454 -1.376
C -0.507 -0.139 1.443
C -2.094 -0.778 -1.217
C -0.895 2.092 -0.802
C 0.928 -2.463 0.330
C 1.754 1.541 1.634
Si -0.622 0.228 -0.521
S 1.328 0.631 -2.565
S -1.583 -1.243 2.084
S 1.844 -1.911 -1.264
S 0.428 0.666 2.565
H -2.572 -0.980 -0.194
H -2.588 -0.054 -1.973
H -1.854 -1.728 -1.676
H -1.106 2.803 -0.004
H -0.143 2.657 -1.383
H -1.769 2.265 -1.474
H 0.020 -2.863 0.006
H 0.802 -1.798 1.155
H 1.605 -3.268 0.660
H 1.981 0.887 0.870
H 2.544 1.376 2.429
H 1.539 2.534 1.274
*
```

[5]
The molecule C6H12Si in a non-equilibrium geometry, computed with the ωB97M-V functional and the def2-TZVPD basis.

Output
SMILES string: C=C[C@H]1C[Si]1(C)C
Gap between HOMO and LUMO, eV: 8.12
Molecular weight, Da: 112.248
Energy relative to the best compared isomer or geometry (same formula, charge and spin), kcal/mol: 33.09

```
! wB97M-V def2-TZVPD RIJCOSX def2/J DEFGRID3
* xyz 0 1
C -2.054 -0.355 2.356
C -1.710 -0.257 1.073
C -0.563 -1.117 -1.075
C -0.603 -0.940 0.456
C 0.381 2.016 -0.967
C 2.581 -0.336 -0.601
Si 0.757 0.176 -0.686
H -2.877 0.202 2.769
H -1.521 -1.000 3.034
H -2.271 0.407 0.426
H -0.272 -2.107 -1.404
H -1.470 -0.808 -1.580
H -0.165 -1.744 1.031
H -0.231 2.164 -1.852
H -0.152 2.440 -0.122
H 1.300 2.580 -1.100
H 3.002 -0.148 0.382
H 2.698 -1.393 -0.816
H 3.171 0.220 -1.324
*
```

[6]
C6H13AlO12S2 as an isolated structure in a non-equilibrium geometry, computed with the ωB97M-V functional and the def2-TZVPD basis.

Output
Gap between HOMO and LUMO, eV: 2.47
Molecular weight, Da: 368.274

```
! wB97M-V def2-TZVPD RIJCOSX def2/J DEFGRID3
* xyz -2 1
Al -0.273 -0.832 -1.599
S -1.933 1.879 -3.236
O -1.601 2.480 -4.532
O -2.084 0.413 -3.260
O -0.647 2.154 -2.525
O -3.086 2.481 -2.594
S 2.166 0.604 -3.814
O 0.788 0.282 -4.278
O 2.204 2.065 -4.092
O 2.231 0.370 -2.380
O 3.149 -0.130 -4.604
C -0.701 -2.423 3.066
C -0.794 -3.306 1.820
C -2.051 -4.168 1.788
O -0.619 -2.508 0.699
H -1.096 -3.045 3.898
H -1.442 -1.620 3.060
H 0.291 -2.109 3.373
H 0.029 -4.047 1.927
H -2.076 -4.850 0.940
H -2.895 -3.488 1.614
H -2.128 -4.671 2.757
C 1.869 3.026 -0.967
O 1.748 3.007 0.478
C 1.059 1.990 0.985
O 0.837 0.963 0.406
O 0.835 2.251 2.266
C 0.259 1.210 3.039
H 2.737 2.447 -1.264
H 2.014 4.078 -1.206
H 0.964 2.671 -1.452
H 1.004 0.681 3.628
H -0.245 0.502 2.383
H -0.513 1.642 3.676
*
```

[7]
C6H13AuN3OS as an isolated structure, computed with the ωB97M-V functional and the def2-TZVPD basis.

Output
Gap between HOMO and LUMO (spin up / spin down), eV: 5.90 / 6.98
Molecular weight, Da: 372.224
⟨S²⟩: 0.84
Energy relative to the best compared isomer or geometry (same formula, charge and spin), kcal/mol: 23.93

```
! wB97M-V def2-TZVPD RIJCOSX def2/J DEFGRID3
* xyz 2 2
Au -0.024 -0.012 -0.152
N -0.865 0.157 -2.231
C -0.971 1.628 -2.408
C -1.818 2.216 -1.294
N -1.411 1.710 0.056
C -0.834 2.701 1.009
C 0.679 2.663 1.005
N 1.133 1.281 1.325
H -0.254 -0.249 -2.935
H -1.769 -0.297 -2.340
H -1.408 1.880 -3.375
H 0.042 2.031 -2.387
H -2.865 1.948 -1.443
H -1.760 3.304 -1.317
H -2.243 1.328 0.493
H -1.202 2.444 2.004
H -1.195 3.704 0.781
H 1.072 3.378 1.730
H 1.082 2.925 0.026
H 0.943 1.062 2.301
H 2.140 1.211 1.199
S 0.880 -2.939 -1.432
C 1.001 -1.850 -0.263
O 2.445 -2.064 1.793
C 1.827 -2.043 0.855
*
```

[8]
C6H13B3ClHgNO4 as an isolated structure in a non-equilibrium geometry, computed with the ωB97M-V functional and the def2-TZVPD basis.

Output
Gap between HOMO and LUMO, eV: 2.02
Molecular weight, Da: 431.652

```
! wB97M-V def2-TZVPD RIJCOSX def2/J DEFGRID3
* xyz 2 1
N -1.776 1.638 3.125
C -2.388 0.459 2.647
C -1.528 -0.319 1.571
C -0.207 -0.835 2.117
C 0.540 -1.677 1.065
B 1.244 -0.846 -0.044
O 2.013 0.335 0.263
B 2.277 1.055 -0.827
O 1.623 1.130 -1.977
B 0.826 -0.046 -2.220
C -0.370 -0.049 -3.221
C 0.051 -0.546 -4.594
O -0.667 -0.851 -5.468
Cl 1.825 -0.649 -4.753
O 1.159 -1.099 -1.394
H -0.995 1.532 3.760
H -1.624 2.394 2.467
H -2.532 -0.226 3.484
H -3.359 0.684 2.201
H -1.400 0.309 0.682
H -2.156 -1.166 1.279
H 0.423 -0.014 2.472
H -0.407 -1.482 2.975
H 1.246 -2.347 1.565
H -0.171 -2.321 0.536
H 3.403 1.791 -0.767
H -0.809 0.944 -3.347
H -1.144 -0.735 -2.869
Hg 4.902 2.935 -0.728
*
```

[9]
C6H13BBaNO3P as an isolated structure in a non-equilibrium geometry, computed with the ωB97M-V functional and the def2-TZVPD basis.

Output
Gap between HOMO and LUMO, eV: 6.49
Molecular weight, Da: 326.288

```
! wB97M-V def2-TZVPD RIJCOSX def2/J DEFGRID3
* xyz 2 1
C 2.826 1.230 0.536
C 2.642 0.679 -0.879
B 1.131 0.315 -1.158
O 0.893 -0.564 -2.336
P -0.274 0.946 -0.178
N -1.571 -0.171 -0.417
C -1.529 -1.464 0.233
C -0.272 -1.927 0.912
O -2.514 -2.146 0.211
C -2.930 0.429 -0.169
C -3.095 1.203 1.088
O -3.771 0.246 -0.981
H 3.853 1.538 0.700
H 2.560 0.482 1.276
H 2.210 2.114 0.676
H 2.934 1.433 -1.618
H 3.275 -0.208 -1.003
H 0.596 -1.433 -2.068
H 0.102 0.932 1.162
H 0.597 -1.948 0.253
H -0.021 -1.297 1.761
H -0.463 -2.932 1.270
H -2.662 2.197 0.978
H -2.634 0.715 1.944
H -4.158 1.318 1.261
Ba 2.276 -1.687 -3.457
*
```

[10]
An isolated ion of composition C6H13BO4P and charge -1, computed with the ωB97M-V functional and the def2-TZVPD basis.

Output
Gap between HOMO and LUMO, eV: 6.78
Molecular weight, Da: 190.952

```
! wB97M-V def2-TZVPD RIJCOSX def2/J DEFGRID3
* xyz -1 1
C 2.402 -2.143 0.660
C 2.360 -1.412 -0.449
C 2.124 0.073 -0.437
C 0.646 0.382 -0.223
O -0.123 0.236 -1.392
B -1.268 1.143 -1.182
P -2.803 0.450 -0.095
C -2.758 -1.396 -0.365
O -2.365 0.559 1.555
O -0.651 2.320 -0.503
C 0.303 1.806 0.333
O 1.443 2.669 0.440
H 2.132 -3.192 0.663
H 2.658 -1.660 1.599
H 2.486 -1.884 -1.420
H 2.682 0.534 0.384
H 2.440 0.514 -1.384
H 0.240 -0.332 0.513
H -1.805 1.449 -2.237
H -2.095 -1.674 -1.187
H -2.429 -1.870 0.564
H -3.773 -1.751 -0.562
H -3.165 0.427 2.071
H -0.044 1.641 1.366
H 1.362 3.112 1.289
*
```